{
  "formula": "C47H82I3N4O9PS2",
  "method": "ωB97M-V/def2-TZVPD",
  "symbols": ["C", "C", "C", "C", "C", "C", "C", "C", "C", "C", "I", "C", "C", "I", "C", "I", "C", "C", "N", "C", "P", "N", "O", "O", "C", "C", "C", "C", "S", "C", "S", "N", "C", "C", "C", "C", "N", "C", "H", "H", "H", "H", "H", "H", "H", "H", "H", "H", "H", "H", "H", "H", "H", "H", "H", "H", "H", "H", "H", "H", "H", "H", "H", "H", "H", "H", "H", "H", "H", "H", "H", "H", "H", "H", "H", "H", "H", "H", "C", "C", "O", "C", "H", "H", "H", "H", "H", "H", "C", "C", "O", "C", "H", "H", "H", "H", "H", "H", "C", "C", "O", "C", "H", "H", "H", "H", "H", "H", "C", "C", "O", "C", "H", "H", "H", "H", "H", "H", "C", "C", "O", "C", "H", "H", "H", "H", "H", "H", "C", "C", "O", "C", "H", "H", "H", "H", "H", "H", "C", "C", "O", "C", "H", "H", "H", "H", "H", "H"],
  "positions_angstrom": [[2.904, -8.509, 2.092], [1.678, -7.681, 2.608], [1.613, -7.578, 4.148], [0.378, -6.752, 4.644], [0.502, -5.326, 4.016], [-0.304, -4.220, 4.765], [0.107, -2.762, 4.337], [0.690, -2.640, 2.910], [2.044, -2.468, 2.700], [2.985, -2.404, 3.896], [3.781, -0.360, 4.053], [4.247, -3.350, 3.891], [4.607, -3.612, 5.383], [4.056, -5.163, 2.768], [2.489, -2.310, 1.328], [4.545, -1.983, 0.827], [1.612, -2.350, 0.288], [0.187, -2.535, 0.475], [-0.586, -2.563, -0.647], [-1.854, -2.667, -0.312], [-3.059, -2.735, -1.758], [-2.314, -2.360, -3.067], [-4.316, -1.687, -1.588], [-3.681, -4.275, -1.880], [-2.382, -2.746, 1.035], [-3.900, -2.802, 1.375], [-4.353, -1.623, 2.313], [-3.573, -0.298, 2.206], [-4.087, 0.621, 0.696], [-2.648, 1.517, 0.020], [-1.829, 0.745, -1.142], [-2.343, 2.822, 0.492], [-2.713, 3.862, -0.497], [-1.756, 4.128, -1.709], [-0.973, 2.926, 1.006], [-0.932, 2.689, 2.568], [-1.584, -2.776, 2.087], [-0.263, -2.663, 1.803], [2.610, -9.334, 1.425], [3.544, -8.890, 2.905], [3.551, -7.838, 1.494], [0.765, -8.175, 2.237], [1.734, -6.701, 2.111], [2.536, -7.117, 4.545], [1.597, -8.614, 4.532], [-0.501, -7.324, 4.292], [0.409, -6.764, 5.744], [1.566, -5.047, 4.112], [0.200, -5.347, 2.959], [-0.034, -4.332, 5.833], [-1.387, -4.411, 4.712], [0.732, -2.273, 5.090], [-0.824, -2.169, 4.283], [2.475, -2.564, 4.849], [5.094, -2.774, 3.494], [4.688, -2.628, 5.876], [3.838, -4.221, 5.883], [5.588, -4.100, 5.481], [1.987, -2.230, -0.731], [-2.367, -3.165, -3.691], [-5.131, -2.130, -1.318], [-4.614, -4.185, -1.635], [-4.022, -3.723, 1.971], [-4.534, -2.937, 0.494], [-5.397, -1.385, 2.030], [-4.410, -1.948, 3.364], [-2.483, -0.380, 2.322], [-3.906, 0.334, 3.050], [-2.750, 4.806, 0.078], [-3.731, 3.712, -0.889], [-0.969, 3.379, -1.851], [-2.360, 4.277, -2.622], [-1.233, 5.088, -1.573], [-0.563, 3.939, 0.854], [-0.261, 2.235, 0.524], [-1.898, 2.312, 2.922], [-0.696, 3.646, 3.057], [-0.086, 2.015, 2.773], [-1.163, 0.213, -5.924], [-1.043, -0.105, -7.392], [-0.655, 0.718, -8.188], [-1.430, -1.498, -7.827], [-0.855, 1.243, -5.749], [-2.199, 0.097, -5.600], [-0.516, -0.449, -5.346], [-2.477, -1.687, -7.586], [-0.795, -2.233, -7.331], [-1.296, -1.589, -8.904], [1.556, 7.894, -3.471], [1.355, 6.476, -3.007], [0.534, 6.201, -2.154], [2.209, 5.419, -3.647], [0.877, 8.553, -2.933], [2.583, 8.208, -3.272], [1.342, 7.971, -4.538], [3.258, 5.625, -3.458], [2.021, 5.391, -4.722], [1.962, 4.447, -3.222], [-2.227, 7.595, -2.002], [-2.255, 9.043, -2.421], [-1.514, 9.466, -3.278], [-3.247, 9.945, -1.727], [-1.475, 7.068, -2.576], [-1.976, 7.519, -0.942], [-3.201, 7.136, -2.191], [-3.041, 9.971, -0.656], [-4.263, 9.586, -1.903], [-3.158, 10.954, -2.126], [4.840, 1.949, 0.839], [4.634, 3.438, 0.886], [5.208, 4.176, 0.122], [3.682, 3.971, 1.927], [5.545, 1.704, 0.046], [5.248, 1.606, 1.791], [3.894, 1.445, 0.634], [4.037, 3.708, 2.926], [2.684, 3.558, 1.765], [3.630, 5.055, 1.848], [-3.103, -8.674, 0.686], [-2.796, -7.731, 1.820], [-2.058, -8.015, 2.725], [-3.435, -6.375, 1.824], [-2.561, -9.606, 0.835], [-4.172, -8.889, 0.659], [-2.787, -8.232, -0.261], [-4.522, -6.476, 1.855], [-3.134, -5.819, 0.932], [-3.109, -5.826, 2.706], [7.696, 6.178, 0.965], [8.631, 7.221, 0.406], [8.441, 8.401, 0.586], [9.816, 6.728, -0.389], [6.892, 6.670, 1.511], [7.260, 5.594, 0.154], [8.236, 5.522, 1.650], [9.473, 6.167, -1.260], [10.448, 6.095, 0.237], [10.402, 7.580, -0.729], [-5.371, -0.071, -4.585], [-6.183, 0.798, -5.512], [-7.384, 0.687, -5.592], [-5.430, 1.813, -6.338], [-6.035, -0.752, -4.055], [-4.652, -0.659, -5.158], [-4.851, 0.548, -3.853], [-4.713, 1.309, -6.987], [-4.911, 2.515, -5.683], [-6.134, 2.367, -6.957]],
  "forces_ev_per_angstrom": [[0.14, 0.66, -0.07], [0.36, -0.63, -0.26], [-0.19, 0.07, -0.16], [0.84, -0.67, -0.99], [-0.70, 0.04, 1.27], [0.96, -0.40, 0.28], [-1.30, 0.00, -0.92], [-0.26, -0.02, 0.68], [-0.16, 0.16, -0.21], [0.66, -0.58, -0.94], [-0.44, -0.13, 0.38], [0.23, 1.09, 1.35], [0.05, -0.09, -0.45], [0.37, 0.29, 0.24], [0.10, 0.02, 0.37], [-0.75, -0.01, -0.31], [-0.14, -0.03, -0.33], [2.26, 0.18, -0.15], [-0.99, -0.16, 1.81], [-2.16, 0.01, -0.23], [1.24, 0.64, -2.57], [-0.10, -0.65, 0.57], [0.52, -1.56, 0.57], [-0.34, 1.62, 1.23], [-0.39, -0.10, 0.09], [1.13, -0.24, 0.76], [-0.42, 0.16, -0.96], [-0.09, 0.72, 0.95], [-0.25, 0.18, -0.05], [0.34, -0.67, 0.05], [0.05, -0.05, 0.03], [-0.12, -0.26, -0.56], [0.31, 1.01, -0.21], [-0.16, 0.63, 0.29], [0.54, 0.32, 1.28], [0.56, 0.29, -1.01], [-0.08, 0.06, -0.91], [0.49, 0.02, 0.60], [0.10, 0.20, 0.35], [-0.39, -0.01, -0.22], [-0.15, -0.42, 0.14], [0.12, 0.27, 0.26], [-0.25, -0.27, 0.39], [-0.27, -0.16, -0.23], [-0.15, 0.38, 0.03], [0.14, 0.71, 0.34], [-0.19, 0.35, -0.30], [-0.42, -0.07, -0.37], [0.30, -0.01, 0.25], [-0.24, 0.11, -0.37], [0.32, 0.28, -0.25], [-0.14, -0.25, -0.30], [0.39, -0.18, 0.27], [0.06, 0.12, -0.53], [-0.34, -0.64, -0.32], [-0.12, -0.36, -0.07], [0.27, 0.19, -0.13], [-0.41, 0.02, -0.10], [-0.31, -0.07, 0.29], [0.17, 0.34, -0.21], [-0.08, 0.44, 0.14], [0.01, -0.72, -0.13], [0.02, 0.30, -0.33], [0.23, 0.33, 0.25], [0.35, -0.13, 0.23], [0.36, 0.08, -0.39], [-0.34, -0.16, -0.39], [0.21, -0.32, -0.26], [-0.14, -0.43, -0.14], [0.28, -0.38, 0.46], [-0.46, -0.02, -0.09], [0.35, -0.44, 0.21], [-0.21, -0.60, 0.11], [-0.47, -0.31, -0.36], [-0.47, 0.19, -0.09], [0.40, -0.05, 0.03], [-0.30, -0.35, 0.05], [-0.52, -0.01, 0.28], [0.11, 0.27, -0.10], [0.04, 0.12, -0.01], [0.00, 0.00, -0.05], [0.07, 0.08, -0.28], [0.00, -0.02, -0.06], [0.08, -0.22, 0.16], [-0.24, -0.12, 0.11], [0.06, -0.12, 0.16], [-0.16, -0.04, 0.13], [0.00, 0.03, 0.03], [-0.19, 0.07, 0.30], [-0.19, 0.12, 0.18], [0.53, 0.04, -0.16], [-0.30, -0.37, 0.13], [-0.01, -0.02, -0.08], [0.04, -0.05, -0.20], [0.17, 0.03, -0.03], [0.19, 0.09, -0.15], [0.18, 0.09, 0.00], [0.00, 0.04, -0.01], [-0.02, 0.11, -0.30], [-0.01, -0.03, 0.00], [0.02, 0.04, -0.03], [0.12, 0.24, -0.18], [0.00, 0.05, 0.04], [-0.15, -0.07, 0.02], [-0.06, 0.04, 0.22], [-0.16, -0.12, 0.02], [0.00, -0.07, 0.19], [0.01, -0.04, 0.00], [0.18, 0.02, -0.21], [0.01, 0.03, -0.06], [0.05, 0.14, -0.11], [0.03, 0.29, -0.09], [-0.03, 0.04, 0.01], [-0.19, -0.14, 0.03], [0.01, -0.08, 0.22], [-0.15, -0.14, 0.01], [0.03, -0.12, 0.16], [0.02, -0.04, -0.02], [0.20, -0.16, 0.17], [-0.11, 0.23, -0.04], [0.48, -0.63, 0.33], [-0.18, 0.33, -0.07], [0.00, 0.04, 0.02], [-0.01, 0.12, -0.15], [-0.19, 0.04, -0.03], [-0.02, 0.09, -0.21], [-0.20, -0.02, -0.09], [0.05, -0.07, -0.02], [-0.08, 0.25, 0.05], [-0.06, 0.06, 0.10], [0.02, 0.06, -0.02], [0.07, 0.28, -0.05], [0.02, 0.00, -0.04], [0.07, -0.16, 0.09], [0.00, -0.14, -0.14], [0.05, -0.17, 0.10], [-0.07, -0.16, -0.10], [-0.03, 0.00, 0.02], [-0.26, -0.05, 0.03], [-0.10, -0.03, 0.01], [-0.03, 0.01, -0.01], [-0.27, 0.06, -0.10], [0.00, 0.02, -0.03], [0.18, 0.11, 0.13], [0.22, -0.09, -0.09], [0.15, 0.07, 0.12], [0.18, -0.10, -0.05], [0.00, -0.03, 0.02]],
  "largest_force_ha_per_bohr": 0.057,
  "homo_lumo_gap_ev": 7.18,
  "lumo_ha": -0.0403,
  "total_energy_ev": -129716.802
}